1.
Formula: C19H21N3O3
Source: OMol25
Level of theory: ωB97M-V with the def2-TZVPD basis set

The SMILES is CCOc1ccc(N2C[C@@H](C(=O)NCc3ccccn3)CC2=O)cc1. The gap between HOMO and LUMO is 0.311 Eh. Its HOMO energy is -0.2856 Eh. The calculation puts the energy above the lowest of the compared OMol25 structures with the same formula, charge and spin at 26.3 kcal/mol.

Structure (ORCA input):
```
! RIJCOSX wB97M-V def2-TZVPD def2/J DEFGRID3
* xyz 0 1
C -0.633 0.206 -7.646
C 0.675 0.896 -7.270
O 0.505 1.883 -6.274
C 0.345 1.513 -4.972
C 0.418 0.218 -4.476
C 0.258 -0.024 -3.122
C 0.016 1.015 -2.231
C -0.059 2.316 -2.730
C 0.106 2.556 -4.075
H 0.053 3.561 -4.463
H -0.234 3.137 -2.057
N -0.162 0.748 -0.864
C 0.007 1.632 0.155
O 0.306 2.801 0.070
C -0.224 0.886 1.464
H -0.795 1.499 2.159
C -0.921 -0.412 1.051
C -0.490 -1.583 1.931
O 0.225 -2.484 1.545
N -0.999 -1.517 3.179
H -1.419 -0.658 3.503
C -0.521 -2.368 4.242
C 0.012 -1.547 5.388
N -0.278 -0.253 5.369
C 0.160 0.513 6.354
C 0.907 0.031 7.416
C 1.206 -1.324 7.442
C 0.752 -2.130 6.412
H 0.966 -3.187 6.394
H 1.786 -1.743 8.250
H 1.245 0.693 8.197
H -0.104 1.559 6.280
H 0.259 -3.015 3.828
H -1.337 -3.007 4.606
C -0.482 -0.591 -0.405
H -1.268 -1.028 -1.025
H 0.398 -1.245 -0.434
H -2.006 -0.297 1.116
H 0.753 0.688 1.912
H 0.335 -1.041 -2.773
H 0.609 -0.623 -5.125
H 1.431 0.162 -6.964
H 1.063 1.447 -8.132
H -1.054 -0.321 -6.793
H -1.355 0.945 -7.982
H -0.455 -0.505 -8.448
*
```

Now the Mulliken charges, all in e: -1.032 -0.433 -0.466 0.776 -0.470 -0.633 0.303 -0.486 -0.692 0.402 0.429 0.233 0.311 -0.671 -0.678 0.407 0.194 0.332 -0.687 -0.173 0.368 -0.856 0.642 -0.316 -0.242 -0.523 -0.280 -0.799 0.387 0.405 0.373 0.404 0.412 0.289 -1.241 0.478 0.367 0.480 0.323 0.379 0.344 0.334 0.312 0.342 0.301 0.349



2.
Formula: C19H21N3O4S
Source: OMol25
Level of theory: ωB97M-V with the def2-TZVPD basis set

The SMILES is CN(CC(=O)NCc1ccccc1)S(=O)(=O)c1ccc2c(c1)CCC(=O)N2. The gap between HOMO and LUMO is 0.347 Eh. Its HOMO energy is -0.3324 Eh. The calculation puts the energy above the lowest of the compared OMol25 structures with the same formula, charge and spin at 18.3 kcal/mol.

Structure (ORCA input):
```
! RIJCOSX wB97M-V def2-TZVPD def2/J DEFGRID3
* xyz 0 1
C -1.253 2.086 -1.291
N -0.373 1.600 -0.254
S -0.180 -0.028 -0.035
O 1.218 -0.327 0.158
O -0.876 -0.735 -1.070
C -1.005 -0.359 1.519
C -0.882 -1.635 2.037
C -1.507 -1.969 3.224
C -2.270 -0.996 3.885
C -2.379 0.289 3.359
C -1.746 0.607 2.170
H -1.826 1.596 1.750
H -2.962 1.032 3.882
N -2.899 -1.325 5.074
C -3.139 -2.597 5.520
O -3.700 -2.793 6.571
C -2.692 -3.684 4.566
C -1.385 -3.318 3.867
H -1.128 -4.073 3.123
H -0.576 -3.287 4.604
H -2.602 -4.618 5.120
H -3.488 -3.805 3.825
H -3.284 -0.575 5.633
H -0.284 -2.357 1.503
C 0.670 2.489 0.207
H 0.219 3.416 0.575
H 1.196 1.984 1.018
C 1.650 2.836 -0.927
O 1.710 3.947 -1.414
N 2.392 1.790 -1.317
H 2.248 0.893 -0.865
C 3.239 1.835 -2.483
C 2.743 0.988 -3.632
C 1.569 0.251 -3.563
C 1.154 -0.507 -4.646
C 1.905 -0.538 -5.807
C 3.078 0.196 -5.883
C 3.492 0.951 -4.803
H 4.408 1.523 -4.863
H 3.670 0.178 -6.786
H 1.580 -1.130 -6.650
H 0.240 -1.076 -4.570
H 0.967 0.252 -2.666
H 3.286 2.884 -2.796
H 4.250 1.512 -2.207
H -1.951 2.817 -0.877
H -0.694 2.552 -2.106
H -1.802 1.231 -1.677
*
```

Now the Mulliken charges, all in e: -1.044 0.191 1.479 -0.886 -0.702 0.454 -1.063 0.525 0.503 -1.297 -0.396 0.434 0.358 -0.115 0.409 -0.626 -0.690 -0.744 0.398 0.269 0.339 0.296 0.198 0.431 -0.917 0.490 0.438 0.541 -0.667 0.007 0.352 -1.178 0.414 0.137 -0.727 -0.456 -0.485 -0.639 0.407 0.376 0.377 0.440 0.533 0.431 0.384 0.256 0.307 0.455



3.
Formula: C19H21N3O5
Source: OMol25
Level of theory: ωB97M-V with the def2-TZVPD basis set

The SMILES is COC(CNC(=O)c1ccc(N2CCc3ccccc32)c([N+](=O)[O-])c1)OC. The gap between HOMO and LUMO is 0.281 Eh. Its HOMO energy is -0.2867 Eh. The calculation puts the energy above the lowest of the compared OMol25 structures with the same formula, charge and spin at 141.5 kcal/mol.

Structure (ORCA input):
```
! RIJCOSX wB97M-V def2-TZVPD def2/J DEFGRID3
* xyz 0 1
C -1.612 3.537 3.807
H -2.631 3.191 3.645
O -1.154 3.983 2.549
C 0.050 4.704 2.574
O 0.261 5.259 1.316
C -0.714 6.205 0.922
H -1.703 5.745 0.860
H -0.747 7.042 1.629
H -0.406 6.562 -0.058
C 1.279 3.818 2.870
N 1.305 2.683 1.986
C 0.874 1.468 2.405
O 0.629 1.221 3.573
C 0.757 0.430 1.344
C 1.462 0.461 0.156
C 1.337 -0.553 -0.791
C 0.396 -1.595 -0.620
N 0.016 -2.482 -1.584
C -1.246 -3.073 -1.677
C -2.442 -2.696 -1.085
C -3.583 -3.428 -1.383
C -3.543 -4.502 -2.255
C -2.354 -4.846 -2.885
C -1.220 -4.120 -2.603
C 0.160 -4.245 -3.173
H 0.156 -4.333 -4.258
H 0.666 -5.123 -2.765
C 0.831 -2.947 -2.702
H 1.864 -3.103 -2.390
H 0.821 -2.198 -3.504
H -2.320 -5.659 -3.595
H -4.443 -5.059 -2.464
H -4.519 -3.144 -0.927
H -2.507 -1.839 -0.435
C -0.235 -1.649 0.641
C -0.052 -0.684 1.594
H -0.529 -0.762 2.559
H -0.851 -2.507 0.860
N 2.271 -0.450 -1.875
O 2.319 0.605 -2.476
O 3.012 -1.396 -2.078
H 2.177 1.244 -0.050
H 1.272 2.911 1.005
H 2.176 4.425 2.722
H 1.244 3.444 3.894
H -0.017 5.503 3.348
H -1.004 2.711 4.187
H -1.613 4.357 4.535
*
```

Now the Mulliken charges, all in e: -0.704 0.255 -0.375 0.273 -0.396 -0.779 0.300 0.296 0.273 -1.236 -0.105 0.445 -0.695 0.370 -0.314 0.050 0.383 0.108 0.065 -0.648 -0.676 -0.572 -0.590 0.672 -0.856 0.419 0.289 -0.767 0.468 0.327 0.434 0.383 0.388 0.589 -0.759 -1.224 0.502 0.790 1.035 -0.615 -0.594 0.505 0.279 0.380 0.472 0.561 0.278 0.318



4.
Formula: C19H21N5O3S2
Source: OMol25
Level of theory: ωB97M-V with the def2-TZVPD basis set

The SMILES is CN(C)S(=O)(=O)c1cccc(C(=O)NC(=S)N(CCC#N)Cc2cccnc2)c1. The gap between HOMO and LUMO is 0.319 Eh. Its HOMO energy is -0.3259 Eh. The calculation puts the energy above the lowest of the compared OMol25 structures with the same formula, charge and spin at 47.2 kcal/mol.

Structure (ORCA input):
```
! RIJCOSX wB97M-V def2-TZVPD def2/J DEFGRID3
* xyz 0 1
C -5.440 -0.637 0.938
N -4.103 -1.124 0.712
S -3.402 -0.771 -0.754
O -4.426 -0.825 -1.750
O -2.261 -1.638 -0.885
C -2.760 0.905 -0.611
C -1.393 1.053 -0.658
C -0.820 2.292 -0.390
C -1.647 3.383 -0.144
C -3.024 3.231 -0.147
C -3.589 1.984 -0.367
H -4.659 1.849 -0.369
H -3.659 4.085 0.034
H -1.195 4.343 0.051
C 0.655 2.474 -0.410
O 1.201 3.471 -0.820
N 1.405 1.387 -0.009
C 1.015 0.310 0.779
N 1.577 -0.873 0.464
C 1.257 -2.067 1.212
H 2.184 -2.603 1.439
H 0.789 -1.750 2.147
C 0.287 -2.998 0.458
C 0.958 -3.748 -0.570
N 1.531 -4.338 -1.365
H -0.145 -3.710 1.166
H -0.535 -2.436 -0.002
C 2.518 -0.981 -0.634
C 3.859 -0.352 -0.334
C 4.713 0.005 -1.377
N 5.904 0.538 -1.195
C 6.318 0.751 0.042
C 5.556 0.438 1.157
C 4.305 -0.125 0.963
H 3.684 -0.376 1.812
H 5.926 0.628 2.152
H 7.301 1.192 0.137
H 4.418 -0.148 -2.407
H 2.664 -2.043 -0.847
H 2.092 -0.527 -1.537
S -0.014 0.522 2.053
H 2.398 1.482 -0.204
H -0.801 0.186 -0.907
C -3.215 -1.067 1.844
H -3.600 -1.705 2.639
H -3.094 -0.048 2.231
H -2.246 -1.439 1.526
H -5.444 0.355 1.406
H -5.940 -0.599 -0.026
H -5.970 -1.334 1.590
*
```

Now the Mulliken charges, all in e: -0.989 0.050 1.215 -0.738 -0.674 0.447 -0.481 0.430 -0.749 -0.817 -0.514 0.578 0.411 0.476 -0.069 -0.618 0.200 -0.168 0.753 -1.332 0.424 0.621 0.497 0.162 -0.537 0.482 -0.395 -1.163 0.343 -0.464 -0.603 -0.272 -0.623 0.182 0.386 0.398 0.367 0.381 0.494 0.251 -0.285 0.169 0.682 -0.475 0.401 0.314 -0.166 0.336 0.359 0.321



5.
Formula: C19H21N6STeV
Source: OMol25
Level of theory: ωB97M-V with the def2-TZVPD basis set

Its expectation value of S² is 3.926. The gap between HOMO and LUMO (alpha / beta) is 0.140 / 0.201 Eh. Its HOMO energy (alpha / beta) is -0.0545 / -0.1206 Eh. The calculation puts the energy above the lowest of the compared OMol25 structures with the same formula, charge and spin at 0.0 kcal/mol.

Structure (ORCA input):
```
! RIJCOSX wB97M-V def2-TZVPD def2/J DEFGRID3
* xyz -1 4
V 0.902 0.443 0.528
C -0.779 -0.774 6.705
C -0.075 -0.800 5.369
N -0.833 0.000 4.425
C -0.676 0.055 3.105
S 0.500 -1.059 2.224
N -1.342 0.962 2.397
N -0.968 1.074 1.079
C -1.559 1.890 0.260
C -2.928 2.356 0.605
C -0.909 2.234 -0.994
C -1.508 2.977 -2.003
C -0.807 3.127 -3.193
C 0.515 2.737 -3.221
C 1.066 2.042 -2.167
N 0.406 1.786 -1.114
H -0.592 -1.683 7.344
H -0.444 0.142 7.250
H -1.874 -0.668 6.646
H 0.950 -0.413 5.516
H -0.022 -1.809 4.892
H -1.117 0.875 4.871
H -3.167 1.856 1.551
H -3.010 3.458 0.654
H -3.615 1.911 -0.095
H -2.586 3.213 -1.915
H -1.226 3.656 -4.036
H 1.072 2.797 -4.177
H 2.132 1.853 -2.067
N 2.602 -0.583 -0.402
C 2.269 -1.273 -1.630
C 3.199 -1.704 -2.563
C 2.784 -2.312 -3.775
C 1.476 -2.781 -3.938
C 0.576 -2.410 -2.889
C -0.750 -2.845 -2.948
C -1.642 -2.490 -1.958
C -1.186 -1.662 -0.911
N 0.011 -1.176 -0.852
C 0.926 -1.605 -1.787
H 3.182 -1.220 0.149
H 3.203 0.314 -0.514
H 4.214 -1.359 -2.334
H 3.576 -2.409 -4.476
H 1.151 -3.361 -4.801
H -0.981 -3.512 -3.760
H -2.682 -2.799 -2.002
H -1.862 -1.408 -0.077
Te 2.428 2.359 1.028
*
```

Now the Mulliken charges, all in e: -0.396 -1.218 -0.282 -0.127 0.345 -0.497 -1.241 1.153 0.753 -1.664 0.265 -0.601 -0.531 -0.703 -0.182 0.404 0.331 0.322 0.343 0.247 0.333 0.293 0.402 0.325 0.382 0.324 0.405 0.325 0.373 -0.179 0.372 -0.894 -0.412 -1.113 0.934 -0.857 -1.070 -0.325 0.688 -0.009 0.164 0.263 0.353 0.403 0.324 0.349 0.348 0.323 -0.545